Record 1
Entry from the Open Molecules 2025 dataset: an isolated ion of composition C3H11N3 and charge +2 in a non-equilibrium geometry (the ωB97M-V functional and the def2-TZVPD basis).

Last column: Mulliken charge in e.
Geometry (Å):
C1 2.987 -0.582 0.268  -0.015
N1 1.828 -0.081 -0.028  0.017
C2 0.488 -0.555 0.370  -0.542
N2 -0.733 0.053 -0.437  -0.005
C3 -1.871 -0.772 -0.031  -0.740
N3 -0.716 1.537 -0.435  -0.565
H1 3.083 -1.653 0.648  0.295
H2 4.051 -0.099 -0.049  0.314
H3 1.789 0.843 -0.498  0.363
H4 0.506 -1.656 0.041  0.430
H5 0.182 -0.362 1.449  0.356
H6 -0.561 -0.186 -1.396  0.380
H7 -2.092 -0.772 1.040  0.364
H8 -2.958 -0.607 -0.379  0.346
H9 -1.679 -1.804 -0.378  0.370
H10 -0.788 1.807 0.568  0.308
H11 -1.534 1.760 -0.935  0.323

Summary:
* E_tot: -284.39824 Eh
* charge: +2

Record 2
Entry from the Open Molecules 2025 dataset: a 2-piece molecular cluster, C3H11N3O overall in a non-equilibrium geometry (the ωB97M-V functional and the def2-TZVPD basis).

Last column: Mulliken charge in e.
Geometry (Å):
H1 -0.525 0.640 -2.612  0.246
N1 0.241 0.791 -1.960  -0.671
C1 -0.263 0.986 -0.806  0.233
N2 -1.542 0.549 -0.446  -0.425
N3 0.374 1.613 0.284  -0.349
C2 1.242 0.882 1.281  -0.384
C3 1.242 -0.681 1.382  -0.746
H2 -2.064 1.171 0.156  0.247
H3 -2.146 0.255 -1.201  0.236
H4 1.007 2.248 -0.191  0.327
H5 0.945 1.360 2.242  0.333
H6 2.263 1.258 1.085  0.244
H7 0.869 -0.850 2.396  0.251
H8 2.290 -1.009 1.475  0.266
H9 0.783 -1.027 0.463  0.211
O1 -1.568 -2.941 -1.490  -0.679
H10 -0.921 -2.271 -1.258  0.338
H11 -2.229 -2.972 -0.799  0.324

Summary:
* E_tot: -360.38035 Eh

Record 3
Entry from the Open Molecules 2025 dataset: a 2-piece molecular cluster, C3H11N3O overall in a non-equilibrium geometry (the ωB97M-V functional and the def2-TZVPD basis).

Last column: Mulliken charge in e.
Geometry (Å):
C1 -2.163 -0.744 0.487  -0.956
N1 -0.753 -0.473 0.463  -0.298
O1 -0.202 -0.611 1.803  -0.501
H1 -0.220 -1.559 2.011  0.296
H2 0.413 -1.473 -0.466  0.384
H3 -2.410 -1.754 0.863  0.227
H4 -2.531 -0.652 -0.539  0.301
H5 -2.686 -0.022 1.130  0.281
C2 1.455 1.402 0.235  -1.380
C3 0.821 0.362 -0.640  0.893
N2 0.198 0.780 -1.787  -0.342
N3 1.323 -0.915 -0.654  -0.705
H6 -0.400 1.588 -1.703  0.227
H7 0.182 0.129 -2.559  0.253
H8 2.120 -1.008 -0.037  0.266
H9 2.520 1.492 0.003  0.337
H10 1.355 1.085 1.274  0.350
H11 0.977 2.373 0.118  0.366

Summary:
* E_tot: -360.26356 Eh

Record 4
Entry from the Open Molecules 2025 dataset: a single C3H11N3O molecule in a non-equilibrium geometry (the ωB97M-V functional and the def2-TZVPD basis).

Last column: Mulliken charge in e.
Geometry (Å):
N1 -0.788 -1.696 -1.213  -0.628
C1 -0.585 -1.017 0.036  -0.403
N2 -1.761 -0.238 0.327  -0.585
C2 0.922 -0.062 0.497  0.125
N3 0.736 0.486 1.783  -0.547
C3 0.827 0.769 -0.707  -0.512
O1 1.305 2.281 -0.269  -0.601
H1 -0.850 -1.050 -1.993  0.260
H2 -0.006 -2.319 -1.405  0.262
H3 -0.491 -1.787 0.808  0.509
H4 -2.034 0.293 -0.495  0.237
H5 -2.533 -0.881 0.504  0.254
H6 1.759 -0.759 0.461  0.369
H7 1.559 0.923 2.184  0.233
H8 -0.200 0.860 1.923  0.266
H9 1.621 0.553 -1.417  0.256
H10 -0.056 1.009 -1.290  0.216
H11 0.575 2.637 0.266  0.290

Summary:
* E_tot: -360.32643 Eh

Record 5
Entry from the Open Molecules 2025 dataset: a single C3H11N3O molecule in a non-equilibrium geometry (the ωB97M-V functional and the def2-TZVPD basis).

Last column: Mulliken charge in e.
Geometry (Å):
C1 1.556 -0.010 -0.859  -0.927
N1 0.393 -0.547 -0.159  -0.040
C2 0.760 -1.355 1.002  -0.827
N2 -0.746 0.378 0.272  -0.110
C3 -0.471 1.794 0.093  -0.814
N3 -1.714 -0.056 -0.651  -0.476
O1 -2.551 -1.033 0.029  -0.454
H1 2.175 0.620 -0.210  0.342
H2 1.224 0.556 -1.728  0.328
H3 2.165 -0.845 -1.207  0.318
H4 1.380 -2.192 0.677  0.333
H5 -0.157 -1.733 1.446  0.250
H6 1.318 -0.766 1.737  0.309
H7 -0.308 2.095 -0.949  0.319
H8 0.392 2.061 0.705  0.329
H9 -1.353 2.325 0.447  0.281
H10 -0.812 -0.787 -1.084  0.510
H11 -3.248 -0.506 0.438  0.328

Summary:
* E_tot: -360.22667 Eh

Record 6
Entry from the Open Molecules 2025 dataset: a single C3H11N3O molecule in a non-equilibrium geometry (the ωB97M-V functional and the def2-TZVPD basis).

Last column: Mulliken charge in e.
Geometry (Å):
C1 -0.201 -0.619 -1.466  -1.545
C2 0.522 -0.042 -0.269  1.168
C3 1.098 -1.027 0.688  -1.559
N1 1.460 0.936 -0.660  -0.694
N2 -0.680 0.781 0.710  0.377
N3 -2.026 0.327 0.429  -0.712
O1 -0.337 0.720 1.974  -0.757
H1 -0.882 -1.409 -1.168  0.357
H2 -0.766 0.149 -1.991  0.399
H3 0.539 -1.036 -2.149  0.404
H4 2.169 -1.148 0.549  0.423
H5 0.595 -1.991 0.654  0.321
H6 0.861 -0.560 1.709  0.407
H7 1.950 1.347 0.122  0.267
H8 1.082 1.653 -1.266  0.245
H9 -0.673 1.757 0.351  0.362
H10 -2.069 -0.651 0.703  0.243
H11 -2.642 0.812 1.080  0.295

Summary:
* E_tot: -360.30038 Eh

Record 7
Entry from the Open Molecules 2025 dataset: a 2-piece molecular cluster, C3H11N3OP overall in a non-equilibrium geometry (the ωB97M-V functional and the def2-TZVPD basis).

Last column: Mulliken charge in e.
Geometry (Å):
C1 0.118 -1.196 -0.507  0.745
C2 -1.769 -0.827 1.075  -1.088
C3 -0.226 1.681 0.310  -0.356
N1 -0.069 -2.551 -0.501  -0.545
N2 -0.590 -0.383 0.253  -0.191
N3 1.098 -0.761 -1.268  -0.390
O1 2.271 2.258 -0.592  -0.531
P1 1.551 1.731 0.828  0.196
H1 -1.553 -1.749 1.523  0.427
H2 -2.193 -0.084 1.672  0.269
H3 -2.660 -1.070 0.352  0.362
H4 -0.558 2.043 -0.754  0.343
H5 -0.996 1.851 1.186  0.331
H6 -1.007 -2.917 -0.095  0.275
H7 0.019 -3.056 -1.399  0.294
H8 1.869 -1.374 -1.302  0.254
H9 1.347 0.232 -1.231  0.172
H10 2.016 3.148 -0.861  0.353
H11 1.332 3.024 1.310  0.081

Summary:
* E_tot: -701.46336 Eh
* charge: +1

Record 8
Entry from the Open Molecules 2025 dataset: a 2-piece molecular cluster, C3H11N3S overall (the ωB97M-V functional and the def2-TZVPD basis).

Last column: Mulliken charge in e.
Geometry (Å):
H1 1.973 2.264 -1.197  0.188
N1 1.742 1.328 -0.891  -0.563
C1 2.750 0.718 -0.419  0.044
N2 2.667 -0.550 0.060  -0.263
H2 3.756 1.122 -0.332  0.300
H3 3.498 -1.029 0.344  0.191
H4 1.807 -1.072 -0.012  0.153
N3 -2.425 0.656 1.435  -0.606
C2 -2.266 -0.188 0.250  -0.446
C3 -0.826 -0.681 0.192  -0.557
S1 -0.557 -2.045 -0.986  -0.240
H5 -1.923 1.529 1.319  0.217
H6 -3.397 0.894 1.574  0.223
H7 -2.473 0.350 -0.685  0.284
H8 -2.945 -1.035 0.334  0.389
H9 -0.153 0.140 -0.054  0.181
H10 -0.556 -1.092 1.167  0.365
H11 -0.672 -1.310 -2.101  0.138

Summary:
* E_tot: -683.34747 Eh

Record 9
Entry from the Open Molecules 2025 dataset: a 3-piece molecular cluster, C3H11N5 overall in a non-equilibrium geometry (the ωB97M-V functional and the def2-TZVPD basis).

Last column: Mulliken charge in e.
Geometry (Å):
C1 0.760 0.520 0.113  -0.009
C2 -2.265 1.075 -0.536  -1.196
N1 0.245 -0.427 0.921  -0.224
C3 -1.362 -0.112 -0.559  0.594
N2 0.630 -1.707 0.633  -0.600
N3 2.235 0.640 1.653  -0.808
N4 1.482 0.319 -1.031  -0.392
N5 -1.462 -1.200 -1.155  -0.596
H1 0.449 1.531 0.321  0.534
H2 0.348 -1.975 -0.319  0.242
H3 0.176 -2.328 1.291  0.258
H4 1.863 -0.608 -1.161  0.264
H5 1.783 0.747 2.561  0.218
H6 2.719 -0.257 1.712  0.206
H7 2.204 1.001 -1.207  0.272
H8 -2.338 -1.380 -1.663  0.269
H9 -1.793 1.918 -1.045  0.273
H10 -2.447 1.377 0.497  0.301
H11 -3.225 0.866 -1.026  0.394

Summary:
* E_tot: -394.46881 Eh

Record 10
Entry from the Open Molecules 2025 dataset: C3H11N5 as an isolated structure in a non-equilibrium geometry (the ωB97M-V functional and the def2-TZVPD basis).

Last column: Mulliken charge in e.
Geometry (Å):
C1 -1.069 -0.470 -1.261  -1.480
C2 -1.007 0.174 0.121  0.899
N1 -0.349 -1.311 1.151  -0.654
N2 -2.124 0.766 0.489  -0.903
H1 -0.656 -1.164 2.109  0.277
H2 -0.606 -2.202 0.727  0.275
H3 -2.001 1.262 1.373  0.207
H4 -1.242 0.293 -2.022  0.357
H5 -1.911 -1.162 -1.270  0.385
H6 -0.165 -1.018 -1.531  0.372
N3 1.980 -0.841 -0.061  -0.298
N4 0.986 1.588 -0.518  -0.605
C3 0.387 0.787 0.524  -0.043
N5 1.230 -0.384 0.923  -0.098
H7 2.101 -0.297 -0.914  0.253
H8 2.585 -1.613 0.181  0.216
H9 1.272 2.501 -0.186  0.258
H10 0.346 1.744 -1.288  0.211
H11 0.243 1.346 1.453  0.372

Summary:
* E_tot: -394.51939 Eh

Record 11
Entry from the Open Molecules 2025 dataset: a single C3H11N9O molecule in a non-equilibrium geometry (the ωB97M-V functional and the def2-TZVPD basis).

Last column: Mulliken charge in e.
Geometry (Å):
H1 1.777 -1.677 3.206  0.246
N1 1.465 -1.673 2.231  -0.464
N2 0.238 -1.701 2.176  -0.459
N3 -0.173 -1.646 0.900  1.156
C1 0.710 -1.511 -0.193  -0.932
C2 0.440 -0.308 -1.055  -0.587
C3 0.973 0.889 -0.321  0.609
O1 2.184 0.992 -0.042  -0.711
N4 0.066 1.752 0.257  -0.037
N5 0.429 2.956 1.017  -0.525
N6 1.486 3.712 0.458  -0.485
N7 -1.533 -1.783 0.688  -0.610
N8 -1.897 -2.215 -0.506  0.091
N9 -3.265 -2.454 -0.693  -0.541
H2 0.553 -2.378 -0.859  0.381
H3 1.708 -1.664 0.166  0.542
H4 -0.586 -0.311 -1.185  0.411
H5 0.994 -0.568 -1.989  0.318
H6 -0.842 1.823 -0.123  0.242
H7 0.885 2.583 1.836  0.289
H8 1.170 4.557 -0.110  0.235
H9 2.100 3.012 -0.046  0.320
H10 -3.455 -2.686 -1.689  0.239
H11 -3.932 -1.944 -0.052  0.271

Summary:
* E_tot: -688.74601 Eh

Record 12
Entry from the Open Molecules 2025 dataset: a 2-piece molecular cluster, C3H11NO overall in a non-equilibrium geometry (the ωB97M-V functional and the def2-TZVPD basis).

Last column: Mulliken charge in e.
Geometry (Å):
C1 0.000 0.000 0.000  -0.763
C2 -0.858 -1.292 0.079  -0.341
C3 -1.057 -1.954 -1.305  -0.512
N1 -1.787 -3.202 -1.254  -0.668
H1 0.405 0.147 1.015  0.321
H2 -0.561 0.904 -0.289  -0.039
H3 0.843 -0.130 -0.699  0.314
H4 -0.263 -1.939 0.752  0.258
H5 -1.818 -1.072 0.585  0.296
H6 -1.641 -1.253 -1.932  0.289
H7 -0.082 -2.119 -1.803  0.319
H8 -2.052 -3.207 -2.245  0.272
H9 -2.621 -2.900 -0.738  0.266
O1 -2.971 2.427 -0.897  -0.653
H10 -2.002 2.428 -1.071  0.318
H11 -3.096 3.098 -0.188  0.323

Summary:
* E_tot: -250.86747 Eh

E_tot of number 2 (C3H11N3O)?
-360.38035 Eh